15 unconnected molecules or ions with the total composition C35H100O25 at a distorted geometry. Source: the OMol25 dataset; level of theory: ωB97M-V with the def2-TZVPD basis set.

For the molecular weight, the calculation gives 921.16 g mol⁻¹. The total energy comes out at -3274.33049 Ha. As for the HOMO energy: -9.96 eV. The value obtained for the relative energy (zero: lowest compared OMol25 entry of this formula, charge and spin) is 0.0 kcal per mole.

Structure (ORCA input):
```
! RIJCOSX wB97M-V def2-TZVPD def2/J DEFGRID3
* xyz 0 1
C -17.3681 -16.3691 9.9230
C -16.6299 -17.6698 10.3822
O -16.8387 -18.7626 9.4776
O -18.7972 -16.3032 9.9203
H -17.0740 -16.1513 8.8756
H -17.0094 -15.5146 10.4817
H -17.0706 -17.9581 11.3528
H -15.5527 -17.4631 10.6177
H -16.3266 -19.5927 9.8073
H -19.1101 -16.8749 9.2130
C -10.3166 -18.7507 14.0394
C -10.8182 -18.5127 12.5966
O -11.2087 -19.7705 12.1829
O -9.0671 -19.4312 14.1581
H -11.1333 -19.3638 14.4277
H -10.2504 -17.8141 14.5863
H -10.0856 -17.9439 11.9337
H -11.6250 -17.8570 12.7437
H -10.5771 -20.4524 12.2989
H -9.0690 -20.2423 13.6024
C -14.1182 -16.2900 7.4636
C -14.1097 -16.0137 5.9805
O -13.9331 -17.2477 5.2340
O -14.3990 -15.0791 8.1636
H -13.1613 -16.7304 7.7438
H -14.9107 -16.9994 7.7496
H -13.2389 -15.3878 5.6376
H -15.0932 -15.5278 5.7786
H -14.6102 -17.8384 5.6076
H -13.6184 -14.8614 8.6898
C -16.3658 -20.1140 13.4330
C -15.7336 -21.3412 13.8424
O -15.5706 -21.5368 15.2334
O -15.4285 -19.0807 13.7676
H -17.3369 -19.9133 13.9227
H -16.5468 -20.0303 12.3705
H -14.7786 -21.5038 13.3647
H -16.3816 -22.2055 13.5320
H -15.0442 -20.8050 15.5428
H -15.9085 -18.3096 14.0791
C -17.2762 -22.4859 9.2334
C -15.8907 -22.6310 9.9167
O -15.3575 -21.2840 10.1877
O -17.1943 -22.0771 7.9115
H -17.7973 -21.7270 9.8058
H -17.7718 -23.4657 9.2818
H -15.2275 -23.1114 9.1606
H -15.8238 -23.1281 10.8890
H -14.4132 -21.3057 9.9994
H -16.4393 -22.4636 7.4562
C -14.9793 -22.3385 5.5057
C -16.2891 -22.5077 4.7694
O -16.2363 -23.7874 4.1734
O -14.9442 -23.3167 6.6248
H -14.9899 -21.3450 5.9857
H -14.1269 -22.3935 4.8335
H -16.3011 -21.7902 3.9654
H -17.1177 -22.4333 5.4174
H -17.0767 -23.9232 3.7664
H -15.4334 -24.0299 6.1996
C -17.4897 -19.2642 5.9295
C -18.4881 -18.2760 6.4675
O -19.1132 -18.5692 7.7266
O -16.1573 -19.0488 6.3809
H -17.3661 -19.2731 4.8250
H -17.9104 -20.3248 6.1584
H -19.3329 -18.2588 5.8081
H -17.9608 -17.2930 6.5771
H -18.4200 -18.7508 8.3327
H -16.2540 -19.0935 7.3508
C -8.5971 -22.7351 5.3855
C -7.7777 -21.6070 4.8133
O -6.5198 -21.3773 5.4401
O -9.0319 -22.5474 6.7300
H -8.1110 -23.7195 5.3726
H -9.4948 -22.7690 4.7420
H -8.3190 -20.6628 4.8945
H -7.6221 -21.7907 3.7460
H -6.6810 -21.0080 6.3399
H -9.9849 -22.4414 6.7025
C -11.8765 -14.1093 11.3736
C -11.2819 -15.2101 10.5103
O -11.8421 -14.9582 9.2379
O -11.7478 -12.8736 10.6759
H -11.3784 -14.0514 12.3301
H -12.9205 -14.3482 11.5881
H -11.5605 -16.2345 10.8003
H -10.2313 -15.1841 10.5066
H -11.3753 -15.4461 8.5624
H -11.9653 -12.9566 9.7467
C -11.8542 -20.2593 3.6745
C -10.9617 -19.1733 4.1377
O -11.5289 -18.5109 5.2250
O -13.1350 -19.7623 3.2223
H -12.0957 -20.8366 4.4912
H -11.4875 -20.9521 2.9189
H -10.6751 -18.5051 3.2756
H -9.9226 -19.5169 4.4530
H -12.4380 -18.2121 5.0542
H -13.0662 -19.4210 2.3182
C -7.5300 -23.3042 11.4818
C -8.7480 -22.4038 11.1931
C -9.9015 -23.1547 10.4622
O -9.1503 -21.6931 12.3214
H -7.6381 -24.0139 12.2913
H -6.7846 -22.6241 11.8869
H -7.1983 -23.9510 10.6612
H -8.3298 -21.6690 10.5244
H -9.5922 -23.5208 9.4574
H -10.6771 -22.3754 10.3166
H -10.2229 -24.0789 11.0029
H -9.7771 -22.2720 12.8605
C -9.7473 -15.2059 5.2848
C -9.1201 -16.0373 6.3766
C -8.4542 -15.2192 7.4533
O -10.1618 -16.7355 7.0361
H -8.9790 -14.4994 4.8031
H -10.4791 -14.5649 5.7848
H -10.1898 -15.8800 4.5292
H -8.4733 -16.7854 5.8956
H -7.4949 -14.7456 7.2628
H -8.3434 -15.7342 8.4287
H -9.2422 -14.4475 7.6970
H -10.7587 -17.1327 6.3840
C -12.3829 -21.2207 8.0767
C -11.9624 -20.4907 9.2926
C -12.4276 -19.0669 9.2257
O -12.5700 -21.1564 10.4150
H -11.8219 -22.1380 7.9982
H -12.1649 -20.5708 7.2180
H -13.4608 -21.2583 8.1103
H -10.9222 -20.5215 9.4418
H -13.5131 -19.0073 8.8745
H -11.8310 -18.5637 8.4217
H -12.3581 -18.5710 10.2555
H -12.4849 -20.5375 11.1618
C -8.4175 -19.4751 8.6033
C -8.7735 -18.7033 9.9352
C -7.5049 -18.3824 10.7576
O -9.5044 -17.5271 9.5926
H -7.6625 -18.8595 8.1007
H -9.3601 -19.6215 8.0164
H -8.0127 -20.4317 8.7615
H -9.4814 -19.2114 10.6009
H -7.7222 -17.9259 11.7157
H -6.8353 -17.6233 10.2557
H -6.8670 -19.2381 10.8959
H -9.5875 -17.4739 8.6405
C -12.5948 -23.4594 13.0062
C -12.0858 -22.8757 14.2719
C -12.4551 -23.7030 15.4768
O -10.6337 -22.9496 14.3036
H -13.6727 -23.4089 13.0084
H -12.2797 -24.5100 12.9690
H -12.1594 -22.9346 12.1651
H -12.2958 -21.8530 14.4710
H -12.2655 -24.8016 15.4576
H -13.5339 -23.6067 15.5816
H -11.9283 -23.3243 16.3712
H -10.3536 -22.3987 15.0331
*
```


A molecular structure, C35H20Cl4N8O2PdSe. Source: the OMol25 dataset; level of theory: ωB97M-V with the def2-TZVPD basis set.

For the molecular weight, the calculation gives 911.79 g mol⁻¹. The total energy comes out at -6303.93618 Ha. As for the HOMO energy: -12.37 eV.

Structure (ORCA input):
```
! RIJCOSX wB97M-V def2-TZVPD def2/J DEFGRID3
* xyz 2 1
Pd 0.1142 -0.7922 -0.1217
Cl -3.2053 -2.8087 5.8222
C -2.5998 -1.8065 4.6085
C -2.6690 -0.3390 4.8273
Cl -3.3400 0.2137 6.2790
C -2.2175 0.5369 3.9089
Cl -2.2780 2.2231 4.1125
C -1.6518 0.0458 2.6535
O -1.2592 0.7547 1.7615
C -1.5445 -1.4844 2.4596
O -1.0407 -1.9094 1.4333
C -2.0717 -2.3504 3.4866
Cl -1.9750 -4.0329 3.2203
Se 3.1122 3.2310 -6.1839
N 3.4231 1.6608 -5.4166
C 2.6136 1.5705 -4.3944
C 2.5660 0.4098 -3.5134
C 3.4083 -0.6845 -3.7028
C 3.3239 -1.7541 -2.8405
C 2.3844 -1.7110 -1.8229
N 1.5676 -0.6757 -1.6407
C 1.6520 0.3981 -2.4546
C 0.7877 1.5705 -2.1984
N -0.0183 1.5195 -1.1310
C -0.8106 2.5488 -0.8687
C -0.8537 3.6893 -1.6684
C -0.0262 3.7558 -2.7660
C 0.8219 2.6812 -3.0451
C 1.7443 2.6878 -4.1722
N 1.8520 3.6794 -5.0166
H 4.1145 -0.6684 -4.5226
H 3.9610 -2.6203 -2.9459
H 2.2756 -2.5397 -1.1361
H -1.4318 2.4630 0.0145
H -1.5210 4.5021 -1.4186
H -0.0114 4.6211 -3.4158
N 5.3512 -0.4968 4.7259
C 6.2748 0.2105 5.4640
C 7.2387 -0.1849 6.3907
C 7.9990 0.8208 6.9417
C 7.8152 2.1748 6.5906
C 6.8642 2.5580 5.6767
C 6.0789 1.5515 5.1031
N 5.0670 1.6476 4.1741
C 4.6620 0.4218 3.9760
C 3.5872 0.1003 3.0481
C 2.9778 1.1433 2.3437
C 1.9683 0.8647 1.4563
N 1.5367 -0.3893 1.2368
C 2.1059 -1.3986 1.9084
C 3.1237 -1.1955 2.8146
H 5.2256 -1.4927 4.7452
H 7.3864 -1.2208 6.6650
H 8.7615 0.5691 7.6664
H 8.4426 2.9221 7.0567
H 6.7177 3.5936 5.4023
H 3.3114 2.1583 2.5057
H 1.4694 1.6429 0.8952
H 1.7222 -2.3916 1.7097
H 3.5394 -2.0550 3.3216
C -3.0921 -2.5299 -3.2912
C -2.5307 -3.2949 -2.2808
C -1.6533 -2.6978 -1.3992
N -1.3211 -1.3987 -1.4821
C -1.8654 -0.6611 -2.4575
C -2.7512 -1.1898 -3.3759
H -3.7826 -2.9699 -3.9981
H -2.7634 -4.3443 -2.1699
H -1.2012 -3.2639 -0.5970
H -1.5902 0.3806 -2.4900
H -3.1656 -0.5492 -4.1409
*
```